No. 1
{"formula": "C39H41N4O8PReS4", "method": "the ωB97M-V functional and the def2-TZVPD basis", "energy_ha": -4343.612640, "charge": 2, "s2": 3.771, "spin_multiplicity": 4, "max_force_ev_per_a": 0.53, "elements": ["Re", "S", "S", "S", "S", "P", "O", "O", "O", "O", "O", "O", "O", "O", "N", "N", "N", "N", "C", "C", "C", "C", "C", "C", "C", "C", "C", "C", "C", "C", "C", "C", "C", "C", "C", "C", "C", "C", "C", "C", "C", "C", "C", "C", "C", "C", "C", "C", "C", "C", "C", "C", "C", "C", "C", "C", "C", "H", "H", "H", "H", "H", "H", "H", "H", "H", "H", "H", "H", "H", "H", "H", "H", "H", "H", "H", "H", "H", "H", "H", "H", "H", "H", "H", "H", "H", "H", "H", "H", "H", "H", "H", "H", "H", "H", "H", "H", "H"], "xyz": [[-0.730, -1.440, -1.373], [1.106, -1.836, 1.341], [-0.543, 2.817, 0.304], [3.644, -0.345, -0.330], [1.544, 2.710, -2.310], [-3.124, -2.117, -1.001], [1.294, -1.724, -1.909], [-0.107, -2.137, 0.362], [-0.649, -3.504, -4.859], [3.136, -1.809, -3.124], [0.637, 3.377, -3.199], [2.752, 2.150, -2.872], [0.032, -0.259, -3.919], [-1.102, -2.438, -2.947], [-0.857, 0.344, -0.416], [3.029, 6.367, 2.041], [5.347, 1.161, -1.657], [0.763, 1.406, -1.685], [1.433, -0.436, -3.969], [-1.664, 1.810, 1.169], [-3.827, -2.777, -2.541], [1.123, 0.297, 2.948], [-1.075, 1.670, 5.715], [-4.546, 0.168, -1.524], [6.521, 1.709, -2.046], [-4.253, -0.781, -0.546], [-0.782, -2.477, -4.280], [7.682, 1.324, -1.454], [2.680, 5.517, 1.041], [-2.280, -4.357, 0.437], [1.441, 5.068, -0.982], [-3.761, -5.766, 1.702], [-0.114, 1.469, -0.747], [0.626, 1.106, 3.957], [-1.241, -0.380, 4.257], [1.212, -3.429, 2.126], [-4.823, -4.924, 1.399], [7.608, 0.359, -0.433], [-1.692, 0.573, 0.683], [5.207, 0.221, -0.681], [-5.362, 1.248, -1.227], [1.930, -1.386, -2.923], [0.418, -0.852, 2.614], [3.200, 4.209, 0.999], [-5.891, 1.385, 0.049], [-0.671, -1.076, -4.837], [6.407, -0.176, -0.053], [-0.552, 0.780, 4.626], [-4.617, -3.797, 0.620], [-0.769, -1.199, 3.252], [-2.494, -5.489, 1.209], [-4.779, -0.632, 0.737], [1.792, 5.928, 0.033], [2.851, 3.352, -0.018], [-5.600, 0.445, 1.028], [1.965, 3.777, -1.009], [-3.335, -3.493, 0.152], [-1.290, -4.169, 0.043], [-1.873, 1.188, 6.276], [-1.669, -0.647, -4.939], [6.342, -0.918, 0.730], [0.214, -3.745, 2.428], [8.622, 1.753, -1.765], [-3.927, -6.648, 2.305], [1.162, 2.007, 4.230], [-6.019, 0.548, 2.020], [-6.534, 2.224, 0.279], [8.517, 0.036, 0.060], [-4.137, 0.078, -2.524], [1.913, 0.513, -3.727], [6.461, 2.447, -2.833], [-5.817, -5.151, 1.759], [-4.879, -2.987, -2.346], [-0.193, -1.106, -5.816], [4.475, 1.483, -2.086], [-1.468, 2.598, 5.295], [-3.745, -2.072, -3.365], [-1.314, -2.092, 2.964], [1.395, 6.935, 0.051], [-5.461, -3.167, 0.369], [3.241, 2.340, -0.040], [-4.551, -1.353, 1.513], [-0.281, 1.941, 6.410], [-3.310, -3.697, -2.805], [3.891, 3.886, 1.770], [-2.157, -0.641, 4.774], [1.653, -4.125, 1.416], [2.033, 0.554, 2.417], [-2.270, -0.236, 1.084], [0.764, 5.384, -1.764], [1.862, -3.306, 2.992], [-5.588, 1.979, -1.991], [2.721, 7.322, 2.032], [3.725, 6.112, 2.716], [-1.675, -6.166, 1.413], [-2.229, 2.187, 2.006], [1.787, -0.745, -4.954], [3.474, -2.250, -2.323]], "atomic_forces_ev_per_a": [[0.19, 0.00, -0.36], [-0.11, 0.19, -0.19], [0.00, -0.05, -0.07], [0.10, -0.25, 0.33], [-0.50, 0.03, -0.06], [-0.31, 0.01, -0.01], [0.00, 0.10, -0.11], [-0.08, -0.28, 0.45], [0.00, 0.07, -0.07], [-0.15, 0.00, -0.11], [0.12, 0.03, 0.09], [0.35, -0.10, -0.01], [0.07, 0.00, 0.05], [-0.01, 0.00, -0.45], [0.05, 0.15, 0.08], [-0.06, -0.02, 0.06], [-0.20, 0.02, 0.09], [0.14, -0.07, 0.02], [-0.15, -0.07, 0.03], [-0.02, 0.11, 0.05], [-0.03, 0.00, 0.04], [-0.07, 0.08, -0.07], [-0.01, -0.01, 0.01], [0.01, 0.06, 0.02], [-0.06, 0.01, -0.01], [0.06, 0.04, 0.06], [-0.07, -0.26, 0.32], [0.02, -0.05, 0.05], [0.02, 0.03, -0.03], [0.02, 0.00, 0.00], [0.02, -0.02, -0.04], [0.01, 0.00, 0.00], [-0.21, -0.07, 0.10], [0.03, 0.01, -0.02], [-0.04, 0.00, -0.01], [0.02, -0.02, 0.00], [0.00, 0.01, 0.00], [0.10, 0.07, -0.06], [0.17, -0.05, -0.06], [0.26, 0.30, -0.25], [0.02, -0.02, -0.01], [0.13, 0.05, 0.04], [0.05, -0.05, -0.02], [-0.01, -0.01, 0.02], [-0.01, 0.00, 0.02], [0.03, 0.06, -0.07], [-0.19, -0.11, 0.04], [0.02, 0.02, 0.00], [-0.01, -0.05, -0.01], [0.05, -0.06, 0.09], [0.00, -0.01, 0.00], [0.04, 0.00, 0.01], [0.00, -0.01, 0.02], [-0.07, -0.01, 0.01], [-0.01, 0.02, 0.00], [0.10, 0.10, 0.06], [-0.02, 0.04, 0.03], [-0.01, 0.02, 0.00], [0.00, 0.00, 0.00], [-0.01, -0.03, -0.03], [0.01, 0.01, -0.01], [0.02, 0.00, 0.02], [0.00, 0.00, 0.01], [0.00, 0.00, -0.01], [0.00, -0.01, 0.01], [0.01, 0.00, 0.00], [0.00, 0.00, 0.00], [0.00, -0.01, 0.01], [0.01, -0.01, -0.01], [0.10, 0.07, 0.00], [-0.02, 0.00, 0.00], [0.00, 0.00, 0.00], [0.00, -0.01, -0.02], [0.00, 0.00, 0.00], [0.02, 0.02, -0.09], [0.00, 0.00, 0.00], [-0.01, 0.03, 0.01], [-0.01, 0.01, 0.01], [0.00, 0.00, 0.00], [0.01, 0.00, 0.00], [0.00, 0.00, 0.01], [0.00, 0.02, -0.02], [0.00, 0.00, 0.00], [0.00, -0.01, -0.01], [0.00, 0.00, 0.00], [0.00, 0.00, 0.00], [-0.01, 0.01, -0.01], [0.01, -0.01, 0.01], [-0.05, -0.09, 0.01], [0.00, -0.01, 0.00], [0.01, -0.03, -0.01], [0.00, 0.00, 0.00], [0.02, 0.01, -0.02], [0.03, 0.01, -0.02], [0.00, 0.00, 0.00], [0.00, 0.02, -0.02], [-0.05, -0.09, 0.00], [0.08, 0.13, 0.16]]}

***

No. 2
{"formula": "C39H42BInNO7", "method": "the ωB97M-V functional and the def2-TZVPD basis", "energy_ha": -2307.871869, "charge": -1, "max_force_ev_per_a": 1.69, "elements": ["In", "O", "O", "O", "O", "O", "O", "O", "N", "C", "C", "C", "C", "C", "C", "C", "C", "C", "C", "C", "C", "C", "C", "C", "C", "C", "C", "C", "C", "C", "C", "C", "C", "C", "C", "C", "C", "C", "C", "C", "C", "C", "C", "C", "C", "C", "C", "C", "B", "H", "H", "H", "H", "H", "H", "H", "H", "H", "H", "H", "H", "H", "H", "H", "H", "H", "H", "H", "H", "H", "H", "H", "H", "H", "H", "H", "H", "H", "H", "H", "H", "H", "H", "H", "H", "H", "H", "H", "H", "H", "H"], "xyz": [[-2.400, 3.859, 3.806], [2.700, -5.732, -5.470], [-3.877, 6.362, 5.381], [-0.525, 0.535, 4.707], [-4.451, 6.222, 3.067], [-1.164, 1.781, -2.924], [4.021, -10.318, -3.033], [1.764, -2.695, -2.679], [-1.871, 1.195, 6.451], [-2.879, 0.667, 4.234], [1.229, 6.627, 4.643], [-0.136, 7.015, 5.201], [-0.195, -0.020, -4.087], [3.341, -8.072, -2.791], [1.235, 5.630, 3.474], [1.101, -1.456, -0.250], [1.075, -1.694, -2.716], [0.046, 0.408, 0.848], [0.142, 5.800, 2.419], [0.892, -1.872, -5.186], [3.822, -9.138, -5.061], [-3.654, 2.002, 4.117], [3.025, -6.758, -4.909], [-1.665, 0.784, 5.123], [0.581, -1.177, -4.023], [-5.343, 7.317, 3.303], [-0.048, 0.223, -1.546], [-1.571, 3.989, 1.735], [3.931, -8.949, -7.828], [-0.128, 4.507, 1.619], [2.664, -5.758, -2.668], [-0.366, -0.273, -6.468], [-0.670, 0.427, -5.313], [3.456, -7.951, -5.697], [3.013, -6.869, -3.425], [3.505, -7.864, -7.082], [3.299, -8.157, -1.405], [4.313, -10.126, -7.193], [2.635, -5.847, -1.287], [3.750, -9.267, -3.577], [2.946, -7.047, -0.656], [-0.524, 0.755, -2.852], [0.419, -1.420, -6.405], [-6.607, 6.896, 4.045], [0.697, -0.960, -1.482], [0.772, -0.776, 0.910], [-0.365, 0.908, -0.378], [4.254, -10.222, -5.814], [-3.745, 5.719, 4.140], [1.080, -1.165, 1.872], [3.971, -8.878, -8.907], [-4.178, 2.176, 5.058], [1.246, 4.611, 3.852], [1.671, -2.373, -0.205], [2.916, -7.114, 0.423], [-2.779, 1.637, 6.526], [4.543, -11.135, -5.313], [-5.619, 7.705, 2.325], [-1.121, 3.813, 5.072], [-1.191, 1.930, 6.623], [0.659, -1.964, -7.310], [2.419, -4.825, -3.153], [-0.002, 7.804, 5.944], [0.558, 3.709, 1.901], [-6.589, 7.209, 5.085], [-0.931, 1.827, -0.431], [1.499, -2.766, -5.129], [-1.277, 1.320, -5.354], [-7.488, 7.301, 3.553], [-3.038, 6.713, 5.669], [3.547, -9.091, -0.922], [-0.741, 0.074, -7.422], [-0.794, 6.134, 2.855], [-0.200, 0.933, 1.762], [-2.207, 4.619, 1.112], [2.366, -4.977, -0.703], [1.792, 7.530, 4.407], [4.655, -10.970, -7.778], [-0.784, 7.434, 4.435], [-6.700, 5.814, 4.035], [-4.824, 8.118, 3.823], [-4.372, 1.931, 3.305], [-0.622, 6.176, 5.688], [3.210, -6.944, -7.567], [1.779, 6.156, 5.460], [-3.525, -0.130, 4.614], [-1.614, 2.997, 1.279], [-2.490, 0.396, 3.259], [0.065, 4.741, 0.568], [0.472, 6.556, 1.707], [2.193, 5.761, 2.966]], "atomic_forces_ev_per_a": [[-0.16, 0.22, -0.09], [0.00, -0.01, -0.01], [-0.73, 0.64, -0.37], [-1.51, 0.38, 0.64], [-0.44, 0.20, 0.59], [-0.01, 0.01, -0.03], [0.01, 0.00, -0.01], [0.02, -0.03, 0.11], [-0.02, 0.41, -0.91], [-0.13, 0.49, -0.01], [-0.08, -0.30, 0.31], [0.24, 0.41, 0.13], [0.05, -0.08, 0.05], [0.00, 0.04, -0.12], [0.19, 0.40, -0.10], [0.01, 0.01, 0.12], [0.06, -0.08, 0.02], [-0.02, 0.03, 0.04], [0.31, -0.52, -0.19], [0.01, -0.05, -0.11], [-0.03, 0.10, 0.00], [0.83, -0.02, 0.27], [-0.06, 0.14, -0.03], [1.48, -0.45, -0.39], [-0.05, 0.07, 0.01], [-0.09, -0.06, -0.36], [0.03, -0.07, -0.05], [0.36, -0.24, 0.18], [0.01, -0.03, 0.02], [-0.52, 0.21, -0.26], [-0.02, 0.08, -0.02], [0.03, -0.04, 0.02], [-0.02, 0.01, -0.15], [0.02, -0.06, 0.09], [0.04, -0.11, 0.02], [0.03, -0.04, -0.13], [-0.01, 0.04, 0.12], [-0.02, 0.04, -0.01], [0.01, -0.07, 0.07], [0.02, -0.11, 0.10], [-0.01, 0.04, -0.04], [-0.05, 0.11, 0.08], [-0.03, 0.04, 0.00], [0.06, 0.02, 0.01], [-0.04, 0.04, -0.12], [0.00, 0.00, 0.02], [0.02, -0.02, 0.04], [0.03, -0.07, -0.11], [0.75, -0.56, -0.24], [-0.02, 0.03, 0.03], [0.00, 0.00, -0.01], [-0.38, 0.06, -0.04], [-0.32, -0.10, 0.15], [0.02, -0.01, -0.08], [0.00, 0.00, 0.01], [-0.11, -0.08, 0.08], [-0.03, 0.02, 0.09], [0.08, -0.06, -0.20], [0.00, -0.05, -0.05], [0.24, -0.23, 0.31], [0.00, -0.01, -0.01], [-0.01, 0.00, -0.06], [0.00, 0.02, 0.15], [0.23, 0.02, 0.16], [-0.01, 0.04, 0.12], [-0.01, 0.01, -0.06], [0.00, -0.01, 0.08], [0.01, 0.03, 0.10], [-0.16, 0.12, 0.07], [0.42, -0.31, 0.35], [0.03, -0.05, -0.07], [0.00, 0.01, -0.01], [-0.12, 0.04, 0.07], [-0.03, 0.04, 0.06], [-0.26, 0.11, 0.12], [-0.01, 0.03, -0.02], [-0.04, 0.14, -0.26], [0.00, -0.01, -0.01], [-0.15, -0.08, -0.09], [0.02, -0.15, -0.07], [0.07, 0.06, 0.19], [-0.24, -0.04, 0.01], [-0.17, -0.20, -0.13], [-0.01, 0.06, 0.08], [0.17, 0.03, 0.07], [0.04, -0.22, -0.02], [-0.07, -0.12, -0.06], [-0.02, -0.28, -0.12], [0.23, -0.18, -0.15], [-0.11, 0.36, 0.06], [0.16, -0.18, -0.03]]}

***

> The highest charge belongs to which entry?

C39H41N4O8PReS4